Entry 1:
{
  "formula": "C3H3NOS",
  "method": "the ωB97M-V functional and the def2-TZVPD basis",
  "multiplicity": 1,
  "smiles": "Sc1cnco1",
  "e_tot_ha": -644.27206,
  "total_charge": 0,
  "e_above_lowest_ev": 0.405,
  "orbital_gap_ev": 9.13,
  "species": ["S", "O", "N", "C", "C", "C", "H", "H", "H"],
  "coordinates": [[1.127, 0.370, 2.030], [-0.318, 1.277, 0.011], [-0.696, -0.440, -1.385], [0.276, 0.180, 0.550], [0.073, -0.894, -0.313], [-0.869, 0.816, -1.161], [1.347, -0.929, 2.313], [-1.388, 1.529, -1.797], [0.448, -1.909, -0.248]],
  "atomic_forces_ev_per_a": [[0.445, 0.408, 0.903], [-0.119, -0.425, -0.370], [0.411, 0.434, 0.389], [-0.354, -2.069, -1.824], [-0.011, 1.528, 0.832], [-0.137, -0.194, -0.049], [-0.239, 0.177, -0.356], [0.194, -0.132, 0.410], [-0.190, 0.273, 0.064]]
}

=====

Entry 2:
{
  "formula": "C3H3NOS",
  "method": "the ωB97M-V functional and the def2-TZVPD basis",
  "multiplicity": 1,
  "e_tot_ha": -644.09930,
  "total_charge": 0,
  "e_above_lowest_ev": 5.106,
  "orbital_gap_ev": 8.76,
  "species": ["S", "O", "N", "C", "C", "C", "H", "H", "H"],
  "coordinates": [[0.762, 0.211, 1.419], [-0.641, 0.546, -1.493], [-0.354, 1.593, -0.744], [0.164, -1.358, 0.663], [0.264, 1.553, 0.350], [-0.352, -1.025, -0.546], [-0.642, -1.714, -1.244], [0.437, -2.328, 0.913], [0.362, 2.522, 0.683]],
  "atomic_forces_ev_per_a": [[0.367, -0.655, 0.931], [0.751, -3.753, 3.206], [0.057, 0.431, -1.108], [-1.070, 5.964, -4.077], [-0.950, -2.165, -0.851], [0.650, 1.156, 1.166], [-0.913, -1.307, -1.845], [0.340, -1.429, 0.914], [0.768, 1.758, 1.664]]
}

=====

Entry 3:
{
  "formula": "C3H3NOS",
  "method": "the ωB97M-V functional and the def2-TZVPD basis",
  "multiplicity": 3,
  "s2": 2.01,
  "e_tot_ha": -644.08541,
  "total_charge": 0,
  "e_above_lowest_ev": 2.835,
  "orbital_gap_ev": [6.58, 7.18],
  "species": ["S", "O", "N", "C", "C", "C", "H", "H", "H"],
  "coordinates": [[2.833, 0.096, -0.037], [0.590, -1.093, 0.020], [-1.104, 0.538, -0.067], [-0.161, 1.314, 0.031], [1.289, 0.016, 0.074], [-0.769, -0.888, -0.054], [-1.367, -1.092, 0.906], [-1.297, -1.226, -0.996], [-0.013, 2.335, 0.122]],
  "atomic_forces_ev_per_a": [[4.563, 0.781, -0.423], [-1.172, -2.017, -0.420], [-0.088, 0.751, -0.189], [2.917, -4.380, -0.298], [-4.788, 3.508, 0.893], [-3.658, 1.467, 0.484], [1.120, -1.172, -1.246], [0.940, -0.631, 1.114], [0.165, 1.693, 0.083]]
}

=====

Entry 4:
{
  "formula": "C3H3NOS",
  "method": "the ωB97M-V functional and the def2-TZVPD basis",
  "multiplicity": 3,
  "s2": 2.02,
  "e_tot_ha": -644.16062,
  "total_charge": 0,
  "e_above_lowest_ev": 0.788,
  "orbital_gap_ev": [6.40, 7.43],
  "species": ["S", "O", "N", "C", "C", "C", "H", "H", "H"],
  "coordinates": [[-1.082, -2.086, 0.706], [2.533, 2.222, 1.456], [-0.756, -0.770, -0.252], [1.804, 1.354, 1.209], [0.977, 0.367, 0.986], [0.092, 0.230, -0.118], [-1.325, -0.731, -1.095], [0.926, -0.440, 1.712], [0.087, 0.988, -0.887]],
  "atomic_forces_ev_per_a": [[0.427, 0.567, 0.011], [0.254, 0.337, -0.028], [-4.034, -4.067, -1.393], [0.655, 0.587, 0.440], [-1.617, -1.507, -0.769], [3.882, 4.038, 1.188], [0.251, -0.071, 0.407], [0.295, 0.195, 0.194], [-0.114, -0.079, -0.049]]
}

=====

Please write out number 1 again, unchanged.
{
  "formula": "C3H3NOS",
  "method": "the ωB97M-V functional and the def2-TZVPD basis",
  "multiplicity": 1,
  "smiles": "Sc1cnco1",
  "e_tot_ha": -644.27206,
  "total_charge": 0,
  "e_above_lowest_ev": 0.405,
  "orbital_gap_ev": 9.13,
  "species": ["S", "O", "N", "C", "C", "C", "H", "H", "H"],
  "coordinates": [[1.127, 0.370, 2.030], [-0.318, 1.277, 0.011], [-0.696, -0.440, -1.385], [0.276, 0.180, 0.550], [0.073, -0.894, -0.313], [-0.869, 0.816, -1.161], [1.347, -0.929, 2.313], [-1.388, 1.529, -1.797], [0.448, -1.909, -0.248]],
  "atomic_forces_ev_per_a": [[0.445, 0.408, 0.903], [-0.119, -0.425, -0.370], [0.411, 0.434, 0.389], [-0.354, -2.069, -1.824], [-0.011, 1.528, 0.832], [-0.137, -0.194, -0.049], [-0.239, 0.177, -0.356], [0.194, -0.132, 0.410], [-0.190, 0.273, 0.064]]
}

=====

> What is the multiplicity in the second record?

1